Record 1
{
  "formula": "C21H25AuFN3O2Si",
  "method": "ωB97M-V with the def2-TZVPD basis set",
  "elements": ["Si", "C", "C", "C", "C", "Au", "H", "H", "N", "H", "C", "N", "H", "C", "H", "H", "H", "C", "C", "C", "H", "C", "H", "H", "C", "H", "C", "H", "C", "C", "H", "C", "C", "H", "H", "C", "H", "H", "H", "H", "O", "N", "H", "C", "H", "C", "H", "H", "O", "H", "C", "H", "F", "C"],
  "xyz": [[0.516, 3.571, 0.536], [1.385, 4.947, 1.414], [-5.365, -0.343, 3.514], [1.911, 1.336, 1.737], [-4.112, -0.184, 2.702], [-0.295, 0.711, -0.236], [-2.356, -1.039, -4.614], [-4.663, -1.966, -4.768], [-1.700, -0.201, -1.446], [-1.920, 2.979, 0.361], [-1.775, 0.270, 2.521], [-1.833, 0.100, 1.200], [2.627, 3.223, 2.532], [-2.546, -0.866, -3.562], [-0.530, -0.241, -3.150], [-5.550, -0.616, -4.076], [0.297, 2.874, -1.863], [-2.899, 0.128, 3.307], [-1.294, 3.631, 0.977], [-3.958, -0.888, -1.635], [-0.811, 0.522, 2.943], [-2.985, -0.223, 0.588], [-5.708, -3.277, -3.327], [-7.286, -0.368, 3.136], [-1.521, -0.420, -2.754], [1.882, 3.585, -1.518], [3.833, 0.209, 3.482], [-5.405, 0.443, 4.273], [-3.797, -1.091, -3.005], [-2.903, -0.440, -0.876], [0.960, 5.872, 1.013], [0.814, 3.658, -1.298], [-4.144, -0.366, 1.323], [4.265, 2.246, 4.046], [-1.447, 3.368, 2.027], [-4.989, -1.520, -3.827], [-2.824, 0.268, 4.378], [-1.657, 4.653, 0.838], [3.186, -1.708, 2.704], [-5.086, -0.605, 0.853], [-6.464, -0.302, 2.637], [0.991, 1.843, 0.917], [1.205, 4.951, 2.491], [2.142, -0.081, 1.842], [2.460, 4.979, 1.225], [3.062, -0.634, 2.680], [4.572, -0.217, 4.146], [0.455, 4.618, -1.681], [-5.841, -2.356, -3.080], [-4.917, -1.111, -1.189], [3.661, 1.603, 3.422], [-5.302, -1.303, 4.040], [1.410, -0.896, 1.069], [2.742, 2.152, 2.577]],
  "mulliken_spin": [-0.020, 0.004, 0.001, 0.158, -0.005, 0.589, 0.000, 0.000, 0.077, -0.002, -0.004, 0.224, 0.008, 0.004, -0.002, 0.000, -0.007, 0.010, 0.011, -0.002, 0.008, 0.039, 0.000, 0.000, -0.016, 0.001, 0.235, 0.000, 0.000, -0.018, 0.001, 0.036, 0.001, 0.002, 0.002, 0.000, 0.003, 0.000, 0.002, 0.003, 0.000, 0.447, -0.001, 0.160, -0.001, -0.066, 0.006, 0.005, 0.000, 0.001, -0.037, -0.001, 0.020, 0.123],
  "e_homo_ev": [-14.5, -15.4],
  "s_squared": 2.040,
  "spin_multiplicity": 3,
  "homo_lumo_gap_ev": [8.00, 6.74],
  "total_charge": 2,
  "e_tot_ev": -45021.04171
}


Record 2
{
  "formula": "C23H47GeIrN6O5",
  "method": "ωB97M-V with the def2-TZVPD basis set",
  "elements": ["H", "C", "H", "C", "C", "N", "H", "H", "H", "H", "H", "H", "H", "O", "O", "H", "C", "C", "H", "C", "H", "H", "H", "H", "C", "C", "C", "H", "O", "C", "H", "H", "C", "H", "O", "C", "H", "H", "N", "C", "C", "H", "H", "H", "H", "H", "C", "H", "Ge", "H", "H", "H", "O", "H", "H", "H", "C", "H", "H", "H", "H", "N", "H", "N", "H", "C", "Ir", "C", "H", "N", "H", "H", "C", "H", "H", "C", "H", "C", "N", "C", "H", "H", "C"],
  "xyz": [[0.214, 0.152, -2.656], [4.591, 1.056, -1.810], [-2.295, -0.371, -2.898], [-1.465, -2.867, -2.055], [6.995, 3.358, -2.953], [0.863, -0.074, -1.908], [5.100, 1.735, -3.807], [-5.432, -0.438, 3.464], [-4.245, -3.457, -2.123], [2.003, -2.989, -0.142], [-4.128, -3.223, 2.868], [3.282, -0.179, -2.991], [-3.989, -0.513, -2.322], [2.613, 2.411, -0.021], [-2.305, -1.240, 2.467], [-2.642, 0.517, 4.403], [-2.680, -2.079, -1.612], [3.315, 0.223, -1.966], [0.113, -1.712, 3.509], [1.942, 0.839, -1.805], [-1.727, -3.462, -2.930], [-3.371, -1.584, -3.566], [1.354, -4.409, 2.558], [7.093, 1.669, -4.118], [-4.591, -0.517, 2.775], [-3.318, 3.800, 0.542], [-3.106, -1.062, -2.647], [-4.642, -2.418, -0.758], [-2.343, -1.314, -0.333], [-3.837, -2.984, -1.228], [-4.290, 0.492, 2.489], [1.850, -2.015, 3.525], [2.138, -2.410, 0.773], [5.411, 0.341, -1.899], [-0.233, -1.986, 0.821], [-1.374, 2.481, 1.067], [0.421, -4.537, 1.068], [-2.929, -3.212, 4.199], [7.528, 2.531, -3.843], [-3.781, -2.689, 3.763], [-3.440, -1.245, 3.440], [-3.050, 1.015, -1.378], [1.750, 1.772, -2.328], [1.173, -1.039, -1.987], [-1.115, -3.558, -1.286], [-4.922, 5.009, 0.208], [1.022, -1.655, 2.912], [-0.645, -2.209, -2.349], [-2.048, -2.399, 1.194], [-2.034, -1.017, 5.066], [8.639, 4.566, -2.855], [3.382, -0.661, -1.323], [1.043, 0.904, 0.645], [3.005, -2.814, 1.297], [3.850, 2.685, -3.079], [-3.872, 5.527, 1.468], [4.785, 2.165, -2.857], [-0.491, 2.288, 1.658], [8.416, 2.742, -4.273], [2.356, -1.365, 0.544], [-0.342, -4.011, 2.602], [7.692, 4.411, -2.543], [-1.851, 4.253, 2.101], [-1.671, 1.554, 0.087], [7.283, 5.133, -1.973], [-2.822, 1.761, -0.636], [-0.673, -0.138, 0.054], [0.920, -2.511, 1.666], [-3.521, -3.803, -0.571], [-4.085, 4.845, 0.752], [-4.507, 2.945, -1.080], [-3.672, -0.481, 5.430], [-3.627, 2.832, -0.461], [5.496, 3.782, -1.699], [1.222, -0.612, 2.663], [1.841, 1.514, -0.077], [4.674, 1.472, -0.805], [0.555, -3.948, 1.976], [5.767, 3.157, -2.443], [-2.906, -0.510, 4.655], [-4.940, -1.055, 1.889], [-4.599, -2.731, 4.483], [-2.138, 3.568, 1.314]],
  "mulliken_spin": [-0.012, 0.003, -0.001, -0.035, 0.000, 0.228, 0.000, -0.003, -0.005, 0.000, -0.002, 0.027, 0.000, 0.389, 0.343, 0.000, 0.056, 0.032, 0.001, 0.240, -0.004, 0.002, 0.002, 0.000, 0.004, 0.045, -0.017, 0.001, 0.012, 0.013, -0.005, -0.002, 0.012, 0.000, 0.089, -0.031, 0.002, -0.003, 0.000, 0.028, 0.015, 0.004, 0.006, -0.015, 0.017, -0.004, 0.004, 0.003, 0.712, -0.004, 0.000, 0.020, 0.165, 0.000, -0.003, -0.004, 0.005, -0.014, 0.000, -0.003, -0.024, 0.000, -0.001, 0.065, 0.000, -0.070, 1.376, -0.006, 0.001, 0.112, 0.000, 0.007, 0.059, 0.000, -0.004, 0.060, 0.007, 0.050, 0.000, 0.005, 0.005, -0.002, 0.049],
  "e_homo_ev": [-19.5, -19.5],
  "s_squared": 6.030,
  "spin_multiplicity": 5,
  "homo_lumo_gap_ev": [8.69, 5.41],
  "de_lowest_kcal_mol": 4.56,
  "total_charge": 4,
  "e_tot_ev": -103108.89539
}


Record 3
{
  "formula": "C2H4FNO2",
  "method": "ωB97M-V with the def2-TZVPD basis set",
  "elements": ["H", "H", "O", "N", "O", "F", "C", "H", "H", "C"],
  "xyz": [[-1.964, 0.922, -0.767], [-1.657, 0.511, 0.971], [3.412, -0.154, 0.048], [-1.425, 0.384, -0.070], [1.604, 1.043, 0.781], [0.360, -1.120, -0.650], [-1.081, -1.036, -0.723], [-1.319, -1.769, 0.033], [-0.453, 0.775, -0.088], [2.523, 0.443, 0.465]],
  "nbo_charge": [0.432, 0.398, -0.491, -0.806, -0.553, -0.453, -0.110, 0.096, 0.441, 1.046],
  "e_homo_ev": -7.2,
  "homo_lumo_gap_ev": 7.51,
  "de_lowest_kcal_mol": 59.17,
  "e_tot_ev": -10438.97268
}


Record 4
{
  "formula": "C40H47IrN8P2S3Si",
  "method": "ωB97M-V with the def2-TZVPD basis set",
  "elements": ["H", "H", "H", "C", "C", "C", "P", "H", "H", "C", "P", "H", "C", "C", "Si", "C", "C", "H", "N", "C", "C", "C", "H", "H", "H", "Ir", "C", "H", "H", "H", "H", "C", "C", "H", "C", "H", "H", "H", "C", "H", "C", "N", "C", "H", "N", "C", "C", "H", "N", "H", "H", "H", "C", "H", "S", "C", "C", "H", "C", "H", "H", "C", "C", "S", "H", "H", "H", "C", "H", "C", "H", "N", "C", "C", "C", "H", "C", "H", "H", "H", "H", "C", "S", "H", "H", "C", "H", "C", "C", "C", "H", "H", "H", "N", "H", "H", "H", "C", "N", "N", "C", "C"],
  "xyz": [[-3.736, 2.217, -2.709], [0.656, -6.279, 5.623], [2.799, -0.619, -7.196], [2.215, 2.544, -4.778], [2.612, -2.282, -1.974], [-0.321, 4.862, 0.249], [-1.744, 1.144, 0.291], [2.721, -2.987, -1.161], [2.138, 3.260, -5.597], [1.370, 7.077, 0.258], [1.551, 0.781, 0.658], [2.808, -1.071, 3.608], [2.191, -0.428, -3.996], [2.093, 0.585, 2.423], [1.840, 0.816, -5.394], [3.361, -2.371, -3.129], [0.056, 0.634, -5.923], [-3.513, 3.712, -0.219], [-1.338, -1.714, 1.741], [-1.058, -6.723, 7.604], [-2.952, -3.016, 2.571], [3.133, -1.440, -4.139], [2.913, 1.114, -1.308], [-4.960, 0.539, -1.438], [-2.578, 2.243, 2.270], [-0.132, -0.841, -0.304], [-2.387, 1.204, 2.000], [-0.159, -0.394, -6.219], [2.809, 1.079, -7.635], [-3.514, -3.639, 5.258], [4.085, 1.477, 2.265], [-0.864, 6.162, 0.122], [1.509, -0.421, -2.776], [2.814, 2.631, 2.679], [-1.611, -4.108, 4.378], [-0.438, 8.238, 0.030], [3.700, -1.517, -5.057], [-0.640, 0.909, -5.131], [2.659, -0.836, 2.552], [-0.143, 1.274, -6.783], [-1.035, -3.166, -2.666], [-1.795, -3.219, 3.284], [0.013, -5.273, -2.026], [3.624, -0.935, 2.056], [1.708, -1.317, -1.807], [1.073, 4.699, 0.389], [-4.152, 0.368, -0.725], [0.090, 0.043, 3.074], [-1.147, 3.785, 0.228], [1.184, 0.530, 4.369], [0.149, -2.369, 3.129], [-1.935, 6.262, 0.020], [3.110, 0.988, -0.247], [-3.637, -0.541, -1.033], [0.298, 0.765, -2.332], [-2.612, -4.231, 5.330], [-1.294, -3.728, -3.956], [-4.316, 2.613, 0.905], [-0.251, -5.697, 5.538], [-2.151, 2.785, -2.192], [-4.979, 2.846, -0.702], [-4.047, 2.772, -0.137], [1.917, 5.834, 0.388], [0.057, -3.365, -0.173], [-1.673, 0.775, 2.691], [-2.382, 1.095, -2.674], [1.988, -1.589, 2.126], [-1.252, -5.828, 6.499], [-4.615, 0.206, 0.250], [-2.837, 1.939, -2.156], [-3.317, 0.643, 2.078], [-1.508, -4.177, -4.991], [2.982, 0.385, -6.812], [0.885, 0.738, 3.340], [-0.434, -4.841, 4.467], [-3.851, -3.567, 2.778], [-2.433, -5.100, 6.392], [3.394, 1.474, 3.880], [1.526, 2.860, -3.994], [4.093, -3.156, -3.243], [3.744, 0.116, -0.098], [-0.611, 2.599, 0.334], [-1.563, -1.603, -2.372], [-3.284, -1.711, 0.837], [3.611, 1.883, 0.119], [-2.653, -2.094, 1.619], [0.486, 1.753, 3.313], [-0.031, 7.241, 0.127], [-0.348, -3.928, -1.712], [3.160, 1.609, 2.823], [-3.202, -5.207, 7.143], [4.034, 0.463, -6.541], [0.317, -4.772, 3.693], [-0.901, -7.442, 8.484], [2.006, 7.950, 0.254], [3.230, 2.606, -4.382], [2.982, 5.680, 0.491], [-3.242, 1.603, -0.722], [0.324, -6.356, -2.249], [1.611, 3.460, 0.531], [0.797, 2.439, 0.505], [-0.856, -2.414, 2.744]],
  "mulliken_spin": [0.000, 0.000, 0.000, 0.021, 0.005, 0.000, 0.226, -0.009, 0.002, 0.000, 0.286, 0.000, -0.046, 0.000, 0.012, 0.025, 0.003, -0.001, 0.000, 0.000, 0.011, -0.007, -0.001, 0.000, 0.004, 2.040, 0.031, 0.000, 0.000, 0.000, 0.000, 0.001, 0.064, 0.000, 0.001, 0.000, -0.001, -0.001, 0.019, 0.000, 0.011, 0.016, -0.038, 0.002, 0.136, 0.001, 0.011, -0.011, 0.002, 0.000, -0.004, 0.000, 0.036, 0.001, 0.586, 0.001, -0.019, 0.000, 0.001, 0.002, 0.001, 0.011, 0.000, 0.494, 0.006, -0.010, -0.008, 0.001, 0.000, 0.030, -0.009, 0.006, 0.000, 0.021, 0.002, 0.002, -0.001, 0.001, -0.006, 0.001, -0.003, 0.054, 0.672, -0.005, 0.004, 0.004, 0.001, 0.000, 0.171, 0.009, 0.000, 0.000, 0.000, 0.000, 0.000, 0.002, 0.000, 0.051, 0.089, 0.004, -0.013, -0.002],
  "e_homo_ev": [-9.7, -10.7],
  "s_squared": 8.794,
  "spin_multiplicity": 6,
  "homo_lumo_gap_ev": [6.41, 5.29],
  "de_lowest_kcal_mol": 3.92,
  "total_charge": 1,
  "e_tot_ev": -115957.63622
}